(1)
DFT (ωB97M-V with the def2-TZVPD basis set) results for an isolated molecule of C8H10 in a non-equilibrium geometry.

The energy above the lowest of the compared OMol25 structures with the same formula, charge and spin comes out at 58.5 kcal/mol. The value obtained for the LUMO energy is 1.11 eV. The highest occupied orbital energy comes out at -8.247 eV. Its SMILES is C=C1C=CCC12CC2. The net charge is 0.

Geometry (Å):
C (0.31, -2.15, -0.38)
C (-0.20, -0.91, -0.38)
C (-1.27, -0.39, -1.24)
C (-1.44, 0.95, -1.02)
C (-0.52, 1.54, 0.04)
C (0.37, 0.32, 0.29)
C (0.76, 0.10, 1.73)
C (1.77, 0.49, 0.64)
H (-0.30, -2.91, -0.83)
H (1.17, -2.48, 0.18)
H (-1.79, -1.02, -1.96)
H (-2.31, 1.43, -1.48)
H (-1.11, 1.71, 0.93)
H (0.13, 2.40, -0.13)
H (0.24, 0.88, 2.26)
H (0.75, -0.89, 2.20)
H (2.06, 1.53, 0.50)
H (2.48, -0.27, 0.33)

---

(2)
DFT (ωB97M-V with the def2-TZVPD basis set) results for an isolated molecule of C4H6N2O in a non-equilibrium geometry.

The energy above the lowest of the compared OMol25 structures with the same formula, charge and spin comes out at 124.4 kcal/mol. The value obtained for the LUMO energy is -0.21 eV. The highest occupied orbital energy comes out at -9.242 eV. Its SMILES is [H]/N=C/C=C=NOC. The net charge is 0.

Geometry (Å):
C (1.12, -0.02, -2.29)
O (0.39, 1.02, -1.72)
C (-0.03, 0.85, 0.30)
N (0.84, 1.40, -0.39)
N (0.10, -0.64, 2.58)
C (-1.02, -0.54, 1.98)
C (-1.12, 0.28, 0.77)
H (0.53, -0.25, -3.17)
H (2.12, 0.34, -2.53)
H (1.16, -0.92, -1.66)
H (-0.02, -1.16, 3.45)
H (-1.98, -0.91, 2.35)
H (-2.08, 0.56, 0.34)

---

(3)
DFT (ωB97M-V with the def2-TZVPD basis set) results for a cluster of 17 separate species, H34O17 in total in a non-equilibrium geometry.

The energy above the lowest of the compared OMol25 structures with the same formula, charge and spin comes out at 102.4 kcal/mol. The value obtained for the LUMO energy is -0.19 eV. The highest occupied orbital energy comes out at -10.858 eV. The net charge is 0.

Geometry (Å):
O (-0.92, -2.71, -2.78)
H (-1.88, -2.63, -2.76)
H (-0.51, -1.92, -3.12)
O (4.25, -0.75, 3.22)
H (5.23, -0.80, 3.26)
H (3.86, 0.11, 3.51)
O (-1.94, -0.02, -4.38)
H (-2.78, 0.39, -4.22)
H (-1.91, 0.02, -5.34)
O (0.82, -0.91, 3.88)
H (1.53, -1.53, 3.74)
H (1.36, -0.09, 3.93)
O (-0.19, -1.58, -0.68)
H (-0.18, -2.53, -0.89)
H (-0.88, -1.23, -1.28)
O (3.07, -1.95, 0.92)
H (2.60, -1.12, 0.85)
H (3.68, -1.80, 1.66)
O (1.40, 3.28, 2.66)
H (1.28, 4.12, 3.09)
H (0.74, 3.06, 2.02)
O (1.14, 1.41, -0.77)
H (0.72, 0.60, -0.45)
H (2.15, 1.21, -0.89)
O (-3.78, 1.67, -3.00)
H (-4.12, 0.98, -3.64)
H (-3.78, 2.42, -3.64)
O (-1.39, 3.42, -0.38)
H (-0.92, 2.61, -0.13)
H (-1.64, 3.35, -1.30)
O (3.28, 1.99, -3.98)
H (2.49, 1.48, -3.94)
H (4.03, 1.34, -4.00)
O (3.25, 0.34, -1.99)
H (3.84, -0.11, -1.36)
H (2.84, -0.41, -2.46)
O (-3.85, -0.08, 2.85)
H (-3.02, 0.39, 3.07)
H (-4.09, -0.10, 3.84)
O (-2.68, -1.88, 4.54)
H (-2.31, -1.54, 3.69)
H (-1.92, -2.17, 5.07)
O (3.25, 1.16, 1.26)
H (2.29, 1.00, 1.30)
H (3.29, 2.06, 0.94)
O (-2.97, -0.77, 0.58)
H (-2.35, -0.53, -0.13)
H (-2.62, -0.11, 1.21)
O (-3.45, -3.05, -1.40)
H (-3.54, -2.40, -0.70)
H (-2.76, -3.69, -1.45)

---

(4)
DFT (ωB97M-V with the def2-TZVPD basis set) results for an isolated molecule of C3H4O2 in a non-equilibrium geometry.

The energy above the lowest of the compared OMol25 structures with the same formula, charge and spin comes out at 44.1 kcal/mol. The value obtained for the LUMO energy is -0.62 eV. The highest occupied orbital energy comes out at -10.230 eV. Its SMILES is CC(=O)C=O. The net charge is 0.

Geometry (Å):
C (1.12, -0.45, 0.21)
C (-0.08, 0.39, 0.10)
O (0.04, 1.47, 0.65)
C (-1.45, 0.06, -0.45)
O (-1.84, -1.06, -0.67)
H (1.36, 0.32, 1.04)
H (1.90, -0.15, -0.50)
H (1.01, -1.55, 0.19)
H (-2.06, 0.97, -0.57)

---

(5)
DFT (ωB97M-V with the def2-TZVPD basis set) results for a cluster of 2 separate species, C3H4Cl2O in total in a non-equilibrium geometry.

The energy above the lowest of the compared OMol25 structures with the same formula, charge and spin comes out at 98.0 kcal/mol. The value obtained for the LUMO energy (spin up / spin down) is 0.18 / -1.12 eV. The highest occupied orbital energy (spin up / spin down) comes out at -8.924 / -8.070 eV. The net charge is 0.

Geometry (Å):
C (-0.76, 1.22, 4.31)
C (-0.03, 0.18, -0.73)
C (0.31, 1.30, 0.24)
O (-1.83, 1.50, 4.73)
Cl (0.71, 1.29, 5.16)
Cl (0.23, 1.16, 1.96)
H (-0.84, 0.53, -1.37)
H (-0.21, -0.64, -0.10)
H (0.73, -0.20, -1.48)
H (0.83, 2.05, -0.16)

---

(6)
DFT (ωB97M-V with the def2-TZVPD basis set) results for an isolated molecule of C21H25F3N4O3.

The energy above the lowest of the compared OMol25 structures with the same formula, charge and spin comes out at 1.7 kcal/mol. The value obtained for the LUMO energy is 0.50 eV. The highest occupied orbital energy comes out at -8.947 eV. Its SMILES is O=C(CCOc1ccccc1)Nc1ccnn1C1CCN(C(=O)CCC(F)(F)F)CC1. The net charge is 0.

Geometry (Å):
O (-2.15, -2.51, -1.64)
C (-2.72, -1.45, -1.52)
N (-2.20, -0.26, -1.90)
C (-0.95, -0.03, -2.49)
C (-0.69, 0.79, -3.57)
C (0.70, 0.71, -3.73)
N (1.23, -0.09, -2.83)
N (0.23, -0.53, -2.07)
C (0.48, -1.40, -0.93)
C (1.92, -1.90, -0.93)
H (2.18, -2.27, -1.91)
H (1.99, -2.71, -0.21)
C (2.92, -0.79, -0.54)
N (2.53, -0.17, 0.71)
C (3.17, -0.24, 1.89)
O (2.72, 0.26, 2.90)
C (4.52, -0.95, 1.90)
H (4.39, -2.00, 1.60)
H (5.20, -0.47, 1.19)
C (5.12, -0.90, 3.30)
C (6.45, -1.62, 3.35)
F (6.35, -2.92, 3.01)
F (7.35, -1.08, 2.52)
F (7.00, -1.59, 4.57)
H (5.27, 0.13, 3.61)
H (4.44, -1.37, 4.02)
C (1.21, 0.42, 0.64)
C (0.17, -0.66, 0.38)
H (0.20, -1.39, 1.20)
H (-0.83, -0.22, 0.36)
H (1.02, 0.92, 1.60)
H (1.20, 1.17, -0.16)
H (3.92, -1.21, -0.48)
H (2.90, -0.03, -1.33)
H (-0.19, -2.26, -1.03)
H (1.32, 1.19, -4.46)
H (-1.39, 1.36, -4.15)
H (-2.79, 0.56, -1.87)
C (-4.08, -1.31, -0.86)
C (-3.90, -0.88, 0.61)
O (-3.14, 0.30, 0.74)
C (-3.66, 1.50, 0.33)
C (-2.74, 2.55, 0.23)
C (-3.16, 3.80, -0.16)
C (-4.49, 4.03, -0.47)
C (-5.40, 3.00, -0.37)
C (-5.00, 1.73, 0.03)
H (-5.74, 0.95, 0.11)
H (-6.44, 3.17, -0.60)
H (-4.82, 5.01, -0.78)
H (-2.44, 4.60, -0.23)
H (-1.71, 2.35, 0.48)
H (-4.87, -0.78, 1.10)
H (-3.31, -1.64, 1.14)
H (-4.58, -2.29, -0.87)
H (-4.70, -0.59, -1.40)

---

(7)
DFT (ωB97M-V with the def2-TZVPD basis set) results for an isolated molecule of C20H35N3O5S in a non-equilibrium geometry.

The energy above the lowest of the compared OMol25 structures with the same formula, charge and spin comes out at 20.7 kcal/mol. The value obtained for the LUMO energy is 0.64 eV. The highest occupied orbital energy comes out at -9.041 eV. Its SMILES is O=C(NC1CCCCCC1)C1CCN(S(=O)(=O)N2CCC3(CC2)OCCO3)CC1. The net charge is 0.

Geometry (Å):
O (4.77, 2.13, -0.24)
C (3.62, 1.74, -0.17)
N (3.26, 0.45, -0.13)
H (2.28, 0.21, -0.07)
C (4.18, -0.66, -0.15)
C (4.20, -1.35, 1.22)
C (2.86, -1.90, 1.70)
H (3.05, -2.52, 2.58)
C (2.11, -2.73, 0.65)
H (1.59, -2.07, -0.04)
H (1.34, -3.31, 1.16)
C (3.00, -3.71, -0.12)
H (3.50, -4.37, 0.60)
C (4.05, -3.08, -1.05)
H (5.05, -3.22, -0.65)
C (3.84, -1.59, -1.33)
H (2.81, -1.42, -1.63)
H (4.47, -1.31, -2.18)
H (4.02, -3.60, -2.01)
H (2.33, -4.34, -0.72)
H (2.21, -1.09, 2.01)
H (4.94, -2.14, 1.20)
H (4.55, -0.61, 1.95)
H (5.17, -0.22, -0.31)
C (2.43, 2.71, -0.10)
C (1.73, 2.52, 1.26)
C (0.34, 3.14, 1.27)
N (-0.46, 2.62, 0.17)
S (-0.83, 1.00, 0.33)
O (-1.24, 0.80, 1.69)
O (0.19, 0.12, -0.17)
N (-2.10, 0.95, -0.75)
C (-2.37, -0.35, -1.34)
C (-3.14, -1.26, -0.39)
H (-2.54, -1.46, 0.50)
H (-3.38, -2.20, -0.88)
C (-4.43, -0.58, 0.04)
O (-5.29, -0.43, -1.08)
C (-6.62, -0.53, -0.63)
H (-7.16, -1.17, -1.33)
C (-6.51, -1.16, 0.78)
H (-6.87, -0.47, 1.55)
O (-5.13, -1.42, 0.94)
H (-7.04, -2.11, 0.87)
H (-7.10, 0.45, -0.59)
C (-4.11, 0.79, 0.68)
C (-3.29, 1.63, -0.29)
H (-2.95, 2.55, 0.18)
H (-3.89, 1.87, -1.18)
H (-3.54, 0.61, 1.59)
H (-5.03, 1.31, 0.93)
H (-1.40, -0.79, -1.60)
H (-2.95, -0.19, -2.25)
C (0.09, 2.99, -1.11)
C (1.51, 2.47, -1.32)
H (1.44, 1.40, -1.53)
H (1.95, 2.95, -2.19)
H (0.07, 4.09, -1.17)
H (-0.58, 2.59, -1.88)
H (0.38, 4.23, 1.17)
H (-0.19, 2.88, 2.19)
H (1.61, 1.46, 1.49)
H (2.35, 2.97, 2.04)
H (2.82, 3.73, -0.15)

---

(8)
DFT (ωB97M-V with the def2-TZVPD basis set) results for a structure of composition C4H7BrNO5P in a non-equilibrium geometry.

The energy above the lowest of the compared OMol25 structures with the same formula, charge and spin comes out at 29.0 kcal/mol. The value obtained for the LUMO energy is 5.32 eV. The highest occupied orbital energy comes out at -2.020 eV. The net charge is -2.

Geometry (Å):
C (1.67, -1.05, 1.85)
C (0.63, -1.59, 0.95)
C (0.44, -0.95, -0.45)
C (-0.70, 0.15, -0.58)
N (-0.69, 0.83, 0.55)
O (1.53, 0.13, 2.24)
O (-2.21, 1.86, -3.85)
O (-3.99, 1.26, -2.06)
O (2.58, -1.82, 2.22)
O (-2.52, 3.44, -1.89)
P (-2.90, 2.06, -2.56)
Br (-3.28, 4.97, 0.28)
H (1.02, -2.62, 0.70)
H (-0.29, -1.43, 1.43)
H (-0.01, -1.63, -1.13)
H (1.47, -0.47, -0.83)
H (0.09, 0.72, 1.15)
H (-2.89, 4.15, -1.06)
H (-1.44, 1.49, 0.69)

---

(9)
DFT (ωB97M-V with the def2-TZVPD basis set) results for a cluster of 5 separate species, H10O4S in total in a non-equilibrium geometry.

The energy above the lowest of the compared OMol25 structures with the same formula, charge and spin comes out at 23.5 kcal/mol. The value obtained for the LUMO energy is 0.24 eV. The highest occupied orbital energy comes out at -9.911 eV. Its SMILES is O.O.O.O.S. The net charge is 0.

Geometry (Å):
S (0.00, 0.27, -2.02)
H (-1.12, 0.10, -2.68)
H (-0.26, 1.51, -1.50)
H (0.81, 3.86, 0.87)
H (0.26, 2.81, 1.84)
O (0.14, 3.76, 1.57)
H (2.31, -2.02, 0.88)
H (2.94, -3.32, 0.53)
O (2.55, -2.54, 0.14)
H (-1.27, -2.60, 0.92)
H (-1.71, -2.59, -0.52)
O (-1.67, -2.05, 0.29)
H (-0.56, -0.32, 1.52)
H (-1.30, 0.80, 0.83)
O (-1.04, 0.53, 1.72)

---

(10)
DFT (ωB97M-V with the def2-TZVPD basis set) results for a structure of composition C6H10N in a non-equilibrium geometry.

The energy above the lowest of the compared OMol25 structures with the same formula, charge and spin comes out at 113.4 kcal/mol. The value obtained for the LUMO energy is -3.41 eV. The highest occupied orbital energy comes out at -12.615 eV. The net charge is +1.

Geometry (Å):
C (-1.63, -0.55, 0.77)
C (1.50, 1.61, -0.18)
C (-0.12, -0.17, 1.25)
C (-0.40, -1.12, 0.10)
C (0.50, 0.67, 0.22)
C (0.09, -1.97, -0.91)
N (0.10, 1.90, -0.28)
H (-2.14, -1.24, 1.45)
H (-2.24, 0.01, 0.00)
H (2.15, 2.15, 0.50)
H (2.17, 1.65, -1.04)
H (0.13, -0.45, 2.29)
H (-0.35, -2.90, -0.79)
H (1.23, -2.12, -0.80)
H (-0.23, -1.45, -1.81)
H (-0.31, 2.61, 0.31)
H (-0.28, 2.05, -1.18)

---

(11)
DFT (ωB97M-V with the def2-TZVPD basis set) results for a cluster of 2 separate species, C3H3NO in total in a non-equilibrium geometry.

The energy above the lowest of the compared OMol25 structures with the same formula, charge and spin comes out at 50.7 kcal/mol. The value obtained for the LUMO energy is 0.00 eV. The highest occupied orbital energy comes out at -10.963 eV. The net charge is 0.

Geometry (Å):
C (-0.15, -1.76, 0.61)
C (-0.76, 0.11, -0.28)
C (0.46, 0.91, -0.33)
N (0.19, -2.77, 1.06)
O (-1.88, 0.23, -0.56)
H (0.64, 1.13, 0.85)
H (0.20, 1.81, -0.80)
H (1.30, 0.33, -0.55)

---

(12)
DFT (ωB97M-V with the def2-TZVPD basis set) results for a structure of composition C5H4O2.

The energy above the lowest of the compared OMol25 structures with the same formula, charge and spin comes out at 91.3 kcal/mol. The value obtained for the LUMO energy is -0.24 eV. The highest occupied orbital energy comes out at -7.927 eV. The net charge is 0.

Geometry (Å):
O (1.37, 2.28, 0.87)
C (0.56, 1.50, 0.56)
O (1.46, -0.08, 0.39)
C (0.89, -1.07, -0.08)
C (-0.50, -1.04, -0.58)
C (-1.30, 0.22, -0.54)
C (-0.77, 1.25, 0.21)
H (1.49, -1.99, -0.06)
H (-0.65, -1.72, -1.43)
H (-1.17, -1.46, 0.20)
H (-1.38, 2.11, 0.47)